{"formula": "C3H6N4S", "method": "wB97M-V/def2-TZVPD", "e_homo_ev": -8.58, "multiplicity": 1, "smiles": "[H]/N=C\\N(N=C)C(N)=S", "orbital_gap_ha": 0.3256, "lumo_ev": 0.28, "e_above_lowest_ev": 2.0164, "total_energy_ev": -20002.31978, "symbols": ["S", "N", "N", "N", "N", "C", "C", "C", "H", "H", "H", "H", "H", "H"], "coordinates": [[2.760, 0.260, -0.078], [0.052, 0.093, 0.031], [-1.062, -0.695, 0.112], [1.237, -1.877, 0.046], [0.527, 2.511, -0.039], [1.281, -0.537, -0.002], [-0.142, 1.484, 0.286], [-2.206, -0.253, -0.222], [-1.024, 1.549, 0.937], [0.370, -2.359, 0.160], [1.420, 2.304, -0.513], [2.154, -2.297, 0.231], [-2.389, 0.769, -0.584], [-2.978, -0.952, -0.364]]}

---

{"formula": "FH4NSi", "method": "wB97M-V/def2-TZVPD", "e_homo_ev": -9.74, "multiplicity": 1, "smiles": "N[SiH2]F", "orbital_gap_ha": 0.3923, "lumo_ev": 0.94, "e_above_lowest_ev": 1.1174, "total_energy_ev": -12150.82073, "symbols": ["Si", "F", "N", "H", "H", "H", "H"], "coordinates": [[0.531, -0.585, -0.176], [1.823, 0.106, 0.513], [-1.193, 0.606, 0.222], [-1.438, 1.281, -0.558], [-0.992, 1.125, 1.103], [1.107, -0.721, -1.490], [0.163, -1.811, 0.386]]}

---

{"formula": "C26H53ClOP2Si2W", "method": "wB97M-V/def2-TZVPD", "e_homo_ev": [-5.95, -5.94], "multiplicity": 3, "orbital_gap_ha": [0.2108, 0.1557], "lumo_ev": [-0.21, -1.71], "total_energy_ev": -78550.16045, "symbols": ["W", "Cl", "P", "P", "Si", "Si", "O", "C", "C", "C", "C", "C", "C", "C", "C", "C", "C", "C", "C", "C", "C", "C", "C", "C", "C", "C", "C", "C", "C", "C", "C", "C", "C", "H", "H", "H", "H", "H", "H", "H", "H", "H", "H", "H", "H", "H", "H", "H", "H", "H", "H", "H", "H", "H", "H", "H", "H", "H", "H", "H", "H", "H", "H", "H", "H", "H", "H", "H", "H", "H", "H", "H", "H", "H", "H", "H", "H", "H", "H", "H", "H", "H", "H", "H", "H", "H"], "coordinates": [[-0.157, 0.122, -0.172], [1.540, -3.760, -3.804], [2.276, 1.049, -0.942], [-1.686, -2.019, 0.486], [-3.356, 0.226, 1.736], [1.051, 3.633, 0.158], [1.608, -1.247, 1.792], [0.907, 4.420, 1.859], [-3.343, 1.147, 3.375], [-4.166, -3.420, -0.148], [-1.096, 1.846, 0.925], [-2.108, 0.946, 0.476], [-2.559, -1.477, 2.000], [0.831, -0.267, 1.739], [-0.316, 2.333, -0.166], [-0.942, 1.792, -1.361], [2.061, 0.848, -3.754], [-1.787, -4.445, 2.055], [5.116, 0.897, -0.429], [-5.103, 0.171, 1.063], [-2.020, 0.958, -0.975], [-3.145, -2.388, -0.661], [3.658, 2.635, -2.964], [-1.072, -3.720, 0.909], [0.428, -3.721, 1.198], [3.759, -1.139, -0.007], [3.877, 0.111, -0.876], [0.466, -1.377, -1.648], [-2.647, -2.790, -2.060], [0.651, 0.547, 2.983], [1.095, 4.971, -1.153], [2.359, 1.871, -2.645], [2.561, 2.483, 0.156], [4.505, 1.962, -3.143], [0.622, -3.234, 2.166], [-5.140, -0.030, -0.012], [3.692, -0.852, 1.053], [2.193, 1.322, -4.737], [0.346, 5.729, -0.888], [5.060, 1.178, 0.631], [-3.501, -3.091, -2.683], [2.731, -0.018, -3.710], [-5.033, -3.408, -0.823], [1.527, -1.435, -1.949], [4.023, -0.225, -1.920], [3.506, 3.193, -3.899], [-2.741, 0.479, -1.619], [0.866, 4.596, -2.155], [-1.393, -5.466, 2.123], [0.936, 1.598, 2.809], [3.953, 3.376, -2.218], [1.711, 5.157, 1.988], [-3.623, 2.197, 3.214], [-2.139, -1.972, -2.584], [0.992, -3.201, 0.422], [5.310, 1.797, -1.016], [-1.843, -1.413, 2.827], [0.230, -2.442, -1.473], [-0.055, 4.943, 1.946], [-3.772, -4.443, -0.171], [1.250, 0.161, 3.823], [2.881, -1.734, -0.267], [-1.947, -3.632, -2.025], [5.997, 0.252, -0.537], [4.635, -1.784, -0.115], [3.435, 3.055, -0.156], [1.036, 0.462, -3.717], [-5.567, 1.148, 1.248], [-0.074, -1.127, -2.593], [-0.665, 2.085, -2.362], [-1.227, -4.289, -0.028], [-3.671, -1.426, -0.739], [-2.868, -4.531, 1.924], [-2.366, 1.128, 3.868], [-4.080, 0.695, 4.051], [0.821, -4.739, 1.262], [0.974, 3.693, 2.674], [-5.691, -0.590, 1.591], [-0.408, 0.564, 3.291], [2.740, 2.126, 1.177], [-1.591, -3.967, 3.025], [2.078, 5.456, -1.167], [-3.337, -2.185, 2.285], [1.546, 2.612, -2.623], [-4.562, -3.221, 0.850], [-1.050, 2.256, 1.937]]}

---

Let's list largest force on an atom in order: 1.988; 4.564; 5.945 eV Å⁻¹.